[1]
Here is an isolated molecule of C3H2N3PS from the Open Molecules 2025 dataset. Energies are from ωB97M-V with the def2-TZVPD basis set.

Each line ends with the Löwdin charge.
Geometry (Å):
C1 -0.445182 -0.709133 -0.054002  -0.462
C2 -0.616186 0.801753 -0.090193  -0.640
C3 1.777438 -0.074360 0.053339  -0.428
N1 0.753232 -1.100574 -0.167171  0.004
N2 -1.868966 1.203001 -0.097396  -0.118
N3 -2.763119 0.246976 0.080137  -0.395
P1 -2.321350 -1.277248 0.019231  0.906
S1 0.926799 1.546271 -0.007434  0.983
H1 2.061966 -0.350004 0.992237  0.056
H2 2.495372 -0.286682 -0.728748  0.093

Cartesian forces (eV/Å) of the 2 atoms listed first:
C -0.8 1.2 -0.7
C -1.6 -1.5 0.6

Calculated values
HOMO level, eV: -8.9
SMILES string: C1N=C2P=NN=C2S1


[2]
Here is a cluster of 2 separate species, C3H2N4 in total from the Open Molecules 2025 dataset. Energies are from ωB97M-V with the def2-TZVPD basis set.

Each line ends with the Löwdin charge.
Geometry (Å):
C1 2.363280 -1.034137 0.016292  0.089
C2 1.200060 -0.802996 0.064229  -0.218
C3 -1.123341 1.809781 0.064158  -0.105
N1 -2.258372 1.715063 0.014581  0.082
N2 -2.197737 -1.103048 0.062826  0.251
N3 -1.094426 -0.862049 -0.057204  -0.174
N4 -0.022924 -0.354146 0.070832  0.013
H1 3.320481 -1.480579 -0.302230  0.047
H2 -0.187025 2.112108 0.066515  0.014

Cartesian forces (eV/Å) of the 2 atoms listed first:
C 2.6 -1.4 -0.8
C -0.4 -0.5 -0.4

Calculated values
HOMO level, eV: -9.6


[3]
Here is a cluster of 2 separate species, C3H2N4 in total from the Open Molecules 2025 dataset. Energies are from ωB97M-V with the def2-TZVPD basis set.

Each line ends with the Löwdin charge.
Geometry (Å):
N1 3.058070 -0.197023 0.282439  0.179
C1 1.942885 -0.044090 -0.038136  -0.282
C2 0.687774 0.199475 -0.570888  0.011
C3 -0.434574 -0.649021 -0.426102  -0.352
N2 -1.580969 -0.513275 0.108290  0.072
N3 -1.187761 2.160461 1.002378  0.118
N4 -0.141694 1.865488 0.815076  0.055
H1 -0.135312 -1.518504 -1.051829  0.146
H2 -2.190353 -1.297543 -0.111226  0.053

Cartesian forces (eV/Å) of the 2 atoms listed first:
N -1.1 0.1 -0.2
C 0.8 -0.1 0.2

Calculated values
HOMO level (spin up / spin down), eV: -9.6 / -9.6


[4]
Here is an isolated molecule of C3H2N4O from the Open Molecules 2025 dataset. Energies are from ωB97M-V with the def2-TZVPD basis set.

Each line ends with the Löwdin charge.
Geometry (Å):
C1 -1.046319 -0.406001 -0.029507  -0.398
C2 -0.964247 0.883758 -0.699755  -0.133
C3 1.604853 -0.075794 0.468677  -0.167
H1 -2.011596 1.567305 -0.837481  0.191
H2 2.310571 -0.206152 1.241402  0.097
N1 -0.116259 1.651504 -0.180272  0.078
N2 1.005483 1.051461 0.521691  0.055
N3 1.277698 -1.114282 -0.468239  0.060
N4 0.067011 -1.164549 -0.771348  0.102
O1 -1.687778 -0.842733 0.930846  0.114

Cartesian forces (eV/Å) of the 2 atoms listed first:
C 1.1 -3.2 1.5
C -6.4 2.7 1.7

Calculated values
HOMO level, eV: -9.7
SMILES string: O=c1cnncnn1


[5]
Here is an isolated molecule of C3H2N4O from the Open Molecules 2025 dataset. Energies are from ωB97M-V with the def2-TZVPD basis set.

Each line ends with the Löwdin charge.
Geometry (Å):
C1 -0.412548 -1.149652 -0.799491  -0.500
C2 -0.335576 -0.278780 1.317462  -0.160
C3 0.366522 1.332955 -0.231869  -0.169
H1 -0.439304 -0.533308 2.419932  0.136
H2 0.429402 2.415566 -0.634226  0.145
N1 -0.508984 -1.357380 0.594071  0.153
N2 -0.190955 1.060484 0.879039  0.094
N3 1.283974 0.397106 -0.842005  0.063
N4 1.010350 -0.801418 -0.988854  0.111
O1 -1.202879 -1.085573 -1.714060  0.127

Cartesian forces (eV/Å) of the 2 atoms listed first:
C -0.1 1.7 -0.3
C -0.5 -1.2 0.2

Calculated values
HOMO level, eV: -9.6
SMILES string: O=c1ncncnn1


[6]
Here is an isolated molecule of C3H2N4S from the Open Molecules 2025 dataset. Energies are from ωB97M-V with the def2-TZVPD basis set.

Each line ends with the Löwdin charge.
Geometry (Å):
C1 1.045766 0.741407 -1.416019  -0.180
C2 0.303598 0.531529 0.775735  -0.284
C3 -0.451259 -0.819796 -1.151657  -0.330
N1 0.985476 1.038981 -0.123038  0.148
N2 0.332251 -0.192871 -1.970343  0.090
N3 -1.074310 -1.260700 -0.280876  0.143
N4 -0.091942 0.402938 1.903635  -0.323
S1 -1.185752 -0.541897 2.691204  0.775
H1 1.728871 1.318186 -2.020779  0.125
H2 -1.592698 -1.217777 1.592137  -0.164

Cartesian forces (eV/Å) of the 2 atoms listed first:
C -0.1 -0.1 0.4
C -0.2 0.5 2.5

Calculated values
HOMO level, eV: -9.0
SMILES string: N#C/N=C\N=C=NS


These records have ΔE to the lowest compared entry with this formula, charge and spin values of 25.0 116.1 68.6 91.1 28.3 18.7 kcal per mole, in the order they appear.